# 1
An isolated molecule of C13H18Si in a non-equilibrium geometry. Source: OMol25; level of theory: wB97M-V/def2-TZVPD.

The HOMO energy comes out at -0.30379 Eh. The value obtained for the LUMO energy is 0.833 eV. The value obtained for the electronic energy is -795.49620 hartree. For the relative energy (zero: lowest compared OMol25 entry of this formula, charge and spin), the calculation gives 85.3 kcal/mol. Its HOMO-LUMO gap is 0.334 Ha.

Geometry (Å):
C1 -2.349 1.243 -1.086
C2 -2.202 -0.005 -1.495
C3 -2.041 0.625 1.369
C4 -1.491 -1.964 -0.116
C5 -0.468 0.657 1.211
C6 -0.292 -1.563 0.309
C7 -2.880 1.318 0.270
C8 -2.719 -1.023 -0.379
C9 -3.192 -0.137 0.781
C10 0.393 -0.276 0.673
C11 3.390 -1.246 0.613
C12 2.813 1.899 0.746
C13 1.924 -0.109 -1.928
Si1 2.186 0.168 -0.013
H1 -1.947 2.037 -1.619
H2 -1.715 -0.435 -2.354
H3 -2.405 1.131 2.311
H4 -1.547 -3.041 -0.489
H5 -0.152 1.622 1.419
H6 0.322 -2.512 0.372
H7 -3.616 2.032 0.454
H8 -3.516 -1.546 -0.710
H9 -3.877 -0.554 1.469
H10 3.003 -2.254 0.216
H11 4.540 -1.022 0.188
H12 3.267 -1.333 1.735
H13 3.104 2.604 -0.044
H14 2.002 2.383 1.325
H15 3.724 1.735 1.527
H16 1.127 0.432 -2.403
H17 2.895 0.304 -2.406
H18 1.720 -1.169 -1.945



# 2
A structure of composition C13H19AuN7PS in a non-equilibrium geometry. Source: OMol25; level of theory: wB97M-V/def2-TZVPD.

Its net charge is +2. The HOMO energy comes out at -0.52402 Eh. The value obtained for the LUMO energy is -9.472 eV. The value obtained for the electronic energy is -1764.69133 hartree. Its HOMO-LUMO gap is 0.176 Ha.

Geometry (Å):
Au1 0.124 -0.080 0.000
N1 3.294 3.134 0.000
C1 2.239 2.342 0.000
S1 2.542 0.614 0.000
N2 1.044 2.876 0.000
N3 -0.028 2.148 0.000
C2 -1.221 2.637 0.000
C3 -2.354 1.751 0.000
C4 -3.672 2.219 0.000
C5 -4.712 1.304 0.000
C6 -4.423 -0.055 0.000
C7 -3.091 -0.434 0.000
N4 -2.098 0.433 0.000
H1 4.233 2.762 0.000
H2 3.172 4.138 0.000
H3 -1.381 3.710 0.000
H4 -3.868 3.279 0.000
H5 -5.737 1.643 0.000
H6 -5.207 -0.793 0.000
H7 -2.801 -1.476 0.000
C8 0.788 -5.375 -1.189
N5 -0.583 -4.899 -1.189
C9 -1.271 -5.371 0.000
N6 -0.584 -4.899 1.188
C10 0.788 -5.375 1.189
N7 1.456 -4.884 0.000
C11 1.688 -3.474 0.000
P1 0.069 -2.514 0.000
C12 -0.708 -3.495 -1.408
C13 -0.708 -3.495 1.408
H8 1.307 -5.031 -2.087
H9 0.784 -6.468 -1.170
H10 -1.267 -6.464 0.000
H11 -2.305 -5.016 0.000
H12 0.784 -6.468 1.170
H13 1.306 -5.031 2.088
H14 2.260 -3.187 -0.890
H15 2.259 -3.187 0.891
H16 -0.210 -3.217 -2.343
H17 -1.766 -3.224 -1.486
H18 -1.766 -3.224 1.486
H19 -0.210 -3.217 2.344